# C10H14FMnN4OTe4

C10H14FMnN4OTe4 as an isolated structure (ωB97M-V with the def2-TZVPD basis set, the OMol25 dataset).

ORCA input file:
```
! wB97M-V def2-TZVPD RIJCOSX def2/J DEFGRID3
* xyz -1 6
Mn -2.140 0.303 2.710
Te -1.670 1.428 5.295
Te -1.612 -1.192 5.992
Te -4.126 -1.941 5.188
Te -4.216 -1.345 2.528
C 3.813 0.256 0.423
C 2.519 -0.011 1.152
C 1.520 -0.740 0.479
C 0.300 -0.875 1.108
N -0.001 -0.407 2.328
C 0.982 0.281 2.912
C 2.240 0.435 2.448
H 4.261 1.228 0.758
H 3.482 0.262 -0.645
H 4.606 -0.459 0.477
H 1.830 -1.123 -0.467
H -0.494 -1.278 0.527
H 0.605 0.860 3.769
H 3.000 1.025 3.011
F -1.915 1.141 0.935
C -2.633 0.205 -2.286
N -1.278 0.003 -2.772
C -0.904 -0.634 -3.999
C 0.638 -0.671 -3.832
O 1.500 -1.239 -4.528
N 0.996 0.141 -2.782
C -0.162 0.560 -2.304
N -0.103 1.463 -1.284
H -3.098 -0.604 -2.812
H -2.974 1.262 -2.481
H -2.609 0.013 -1.282
H -1.079 0.073 -4.772
H -1.390 -1.575 -4.204
H 0.843 1.427 -1.010
H -0.733 1.725 -0.578
*
```

As for the expectation value of S²: 8.76. The frontier orbital gap (alpha / beta) is 6.3 / 6.4 eV. As for the HOMO energy (alpha / beta): -4.032 / -4.095 eV.

***

# C51H49O4SbTeW

C51H49O4SbTeW as an isolated structure (ωB97M-V with the def2-TZVPD basis set, the OMol25 dataset).

ORCA input file:
```
! wB97M-V def2-TZVPD RIJCOSX def2/J DEFGRID3
* xyz 2 1
W -0.365 0.612 0.780
C 3.567 2.236 4.077
C 2.463 3.252 3.872
C 2.710 4.584 4.527
O 2.245 3.473 2.475
C 1.298 2.566 1.995
C 0.397 2.323 3.267
O 1.230 2.713 4.327
C -0.171 0.855 3.631
O -0.039 -0.069 2.437
C -1.675 0.862 3.853
C -2.490 1.684 3.074
C -3.873 1.605 3.165
C -4.458 0.687 4.024
C -3.654 -0.161 4.769
C -2.271 -0.079 4.685
C 0.628 0.219 4.741
C 1.551 -0.785 4.496
C 2.281 -1.340 5.544
C 2.086 -0.895 6.838
C 1.160 0.114 7.088
C 0.437 0.667 6.048
C 0.713 3.247 0.695
O -0.053 2.201 -0.057
C -0.239 4.376 1.044
C -1.602 4.307 0.775
C -2.447 5.355 1.127
C -1.935 6.483 1.744
C -0.568 6.571 1.983
C 0.277 5.534 1.629
C 1.783 3.651 -0.312
C 1.325 4.291 -1.465
C 2.199 4.640 -2.477
C 3.554 4.356 -2.354
C 4.017 3.715 -1.218
C 3.138 3.358 -0.201
H 4.520 2.626 3.720
H 3.334 1.307 3.553
H 3.663 1.999 5.136
H 3.602 5.052 4.111
H 2.861 4.448 5.597
H 1.853 5.238 4.372
H 1.802 1.612 1.711
H -0.432 3.030 3.232
H -2.081 2.437 2.405
H -4.481 2.283 2.583
H -5.535 0.637 4.121
H -4.105 -0.894 5.426
H -1.660 -0.754 5.267
H 1.713 -1.153 3.491
H 2.998 -2.125 5.342
H 2.643 -1.333 7.655
H 1.007 0.471 8.097
H -0.270 1.459 6.254
H -2.029 3.458 0.260
H -3.504 5.285 0.902
H -2.587 7.302 2.016
H -0.154 7.462 2.435
H 1.341 5.631 1.793
H 0.272 4.528 -1.564
H 1.826 5.140 -3.361
H 4.243 4.647 -3.135
H 5.073 3.503 -1.109
H 3.533 2.885 0.684
C 3.342 -0.217 0.157
Te 1.524 -0.625 -0.809
C 1.326 -2.606 -0.119
H 3.958 -1.084 -0.078
H 3.234 -0.102 1.233
H 3.757 0.683 -0.289
H 1.427 -2.612 0.963
H 2.102 -3.204 -0.589
H 0.344 -2.964 -0.421
C -5.965 3.532 -1.032
C -6.163 2.746 0.094
C -5.279 1.716 0.389
C -4.206 1.465 -0.461
C -4.009 2.257 -1.593
C -4.888 3.291 -1.874
Sb -2.830 -0.065 -0.167
C -2.834 -1.014 -2.031
C -1.685 -1.204 -2.785
C -1.748 -1.872 -4.002
C -2.964 -2.349 -4.463
C -4.120 -2.151 -3.718
C -4.059 -1.479 -2.507
C -3.657 -1.539 1.078
C -2.819 -2.364 1.819
C -3.356 -3.370 2.610
C -4.730 -3.552 2.666
C -5.568 -2.738 1.917
C -5.037 -1.733 1.123
H -6.655 4.335 -1.256
H -7.007 2.932 0.744
H -5.434 1.125 1.282
H -3.188 2.063 -2.276
H -4.741 3.900 -2.756
H -0.730 -0.818 -2.450
H -0.853 -2.014 -4.595
H -3.017 -2.871 -5.409
H -5.069 -2.519 -4.084
H -4.974 -1.328 -1.945
H -1.744 -2.248 1.792
H -2.700 -4.012 3.183
H -5.148 -4.334 3.285
H -6.639 -2.890 1.943
H -5.712 -1.130 0.528
*
```

The value obtained for the relative energy (zero: lowest compared OMol25 entry of this formula, charge and spin) is 75.2 kJ/mol. The frontier orbital gap is 7.5 eV. As for the HOMO energy: -13.635 eV.

***

# CH2F3NO

A 2-piece molecular cluster, CH2F3NO overall (ωB97M-V with the def2-TZVPD basis set, the OMol25 dataset).

ORCA input file:
```
! wB97M-V def2-TZVPD RIJCOSX def2/J DEFGRID3
* xyz 0 1
C -0.323 0.438 -0.036
N -0.674 -1.009 -0.251
O 0.839 0.287 0.306
F 2.920 1.313 0.847
F -1.117 0.958 0.883
F -0.568 1.052 -1.197
H -0.265 -1.340 -1.054
H -0.814 -1.699 0.501
*
```

The value obtained for the relative energy (zero: lowest compared OMol25 entry of this formula, charge and spin) is 329.6 kJ/mol. The frontier orbital gap (alpha / beta) is 9.7 / 8.1 eV. As for the HOMO energy (alpha / beta): -12.004 / -11.404 eV.